Entry from OMol25: one molecule with the formula H2NPS2 (wB97M-V/def2-TZVPD).

Values from the calculation:
Kohn-Sham gap	0.316	Ha
HOMO energy	-0.31214	Eh
2S+1	1
energy above the lowest of the compared OMol25 structures with the same formula, charge and spin	0.0	kcal per mole
total energy	-1193.70433	hartree
structure (SMILES)	Np1ss1
LUMO energy	0.094	eV

Geometry as XYZ:
```
6
H2NPS2 | OMol25 | wB97M-V/def2-TZVPD
N 0.289 0.302 -0.084
P 0.454 1.671 -1.115
S -0.457 3.178 0.131
S 1.664 3.004 0.169
H 0.193 0.622 0.869
H -0.592 -0.137 -0.313
```